No. 1
ORCA calculation (ωB97M-V/def2-TZVPD) on a 4-piece molecular cluster, C41H58BCl2F5N3O9 overall at a distorted geometry.

Properties
- LUMO energy: -2.509 eV
- HOMO energy: -10.89 eV
- Largest force on an atom: 0.128 hartree/bohr

```
! RIJCOSX wB97M-V def2-TZVPD def2/J DEFGRID3
* xyz 1 1
C -5.19 -2.32 0.36
C -4.44 -0.88 0.61
Cl -4.06 -0.82 2.39
C -3.20 -0.86 -0.40
C -2.76 0.64 -0.92
N -3.93 1.31 -1.56
C -4.86 0.52 -2.30
O -4.67 -0.37 -3.15
F -6.26 0.78 -2.01
C -4.48 2.44 -0.81
O -4.20 3.60 -1.23
F -5.35 2.39 0.30
O -2.62 1.39 0.31
C -1.35 1.36 0.95
N -1.06 0.16 1.81
C -0.17 1.78 -0.06
C -0.58 3.27 -0.61
C -0.48 4.44 0.49
C -1.00 5.80 -0.27
Cl -1.53 7.09 0.94
C 1.26 2.04 0.64
O 1.13 2.31 2.08
C 2.46 2.43 2.67
O 2.65 1.65 3.87
C 2.51 0.22 3.63
C 1.53 -0.33 4.83
O 1.00 0.80 5.58
N -0.12 0.91 -1.29
O 0.84 -0.05 -1.35
C 0.82 -1.11 -0.41
C 1.83 -2.27 -0.97
C 2.96 -2.65 0.14
C 1.06 -3.55 -1.57
C 0.11 -4.32 -0.51
C 0.31 -3.25 -2.99
C -1.47 0.51 -1.86
C -1.61 0.92 -3.41
B -1.84 2.45 -3.83
O -0.69 3.31 -4.13
O -3.14 3.05 -3.98
H -4.66 -3.07 1.05
H -5.22 -2.62 -0.74
H -6.26 -2.21 0.79
H -5.25 -0.10 0.35
H -3.41 -1.57 -1.29
H -2.32 -1.38 0.15
H -1.38 2.22 1.73
H -0.07 0.10 2.07
H -1.56 0.36 2.70
H 0.12 3.62 -1.47
H -1.65 3.31 -1.03
H -1.16 4.32 1.39
H 0.61 4.69 0.80
H -1.84 5.58 -1.02
H -0.10 6.26 -0.84
H 1.81 2.97 0.22
H 2.01 1.18 0.56
H 3.32 2.18 1.95
H 2.59 3.55 2.93
H 3.52 -0.34 3.73
H 2.03 -0.04 2.62
H 0.66 -0.92 4.38
H 2.12 -1.00 5.55
H 0.09 0.56 5.86
H 0.24 1.58 -2.02
H 1.25 -0.86 0.64
H -0.21 -1.61 -0.34
H 2.42 -1.79 -1.84
H 3.22 -1.77 0.83
H 3.95 -2.99 -0.35
H 2.57 -3.50 0.82
H 1.89 -4.32 -1.84
H 0.53 -4.26 0.55
H 0.14 -5.44 -0.81
H -0.97 -3.95 -0.61
H -0.43 -4.10 -3.19
H 1.17 -3.28 -3.78
H -0.16 -2.21 -2.94
H -1.36 -0.65 -1.98
H -2.36 0.27 -4.00
H -0.58 0.61 -3.88
H -0.93 3.67 -5.02
H -3.11 4.03 -3.81
F 5.51 -1.64 2.24
C 6.12 -0.60 1.65
C 5.39 0.54 1.35
C 6.03 1.62 0.74
C 7.39 1.55 0.45
C 8.11 0.40 0.75
C 7.48 -0.68 1.37
H 4.33 0.58 1.58
H 5.47 2.52 0.50
H 7.88 2.39 -0.03
H 9.17 0.34 0.52
H 8.03 -1.57 1.62
F -2.79 0.93 5.75
C -4.00 0.62 6.25
C -5.08 0.50 5.40
C -6.33 0.18 5.92
C -6.48 -0.01 7.29
C -5.39 0.11 8.14
C -4.13 0.42 7.62
H -4.94 0.67 4.34
H -7.18 0.08 5.26
H -7.46 -0.26 7.69
H -5.51 -0.03 9.21
H -3.27 0.52 8.27
F 3.20 -4.25 -4.50
C 3.31 -3.84 -5.77
C 2.28 -3.10 -6.34
C 2.39 -2.67 -7.66
C 3.53 -2.99 -8.40
C 4.55 -3.73 -7.82
C 4.44 -4.15 -6.50
H 1.40 -2.87 -5.75
H 1.59 -2.09 -8.11
H 3.61 -2.65 -9.43
H 5.43 -3.98 -8.40
H 5.24 -4.72 -6.03
*
```

No. 2
ORCA calculation (ωB97M-V/def2-TZVPD) on one molecule with the formula C4H6Cl2 at a distorted geometry.

Properties
- LUMO energy: 0.806 eV
- HOMO energy: -9.14 eV
- Largest force on an atom: 0.089 hartree/bohr
- Energy above the lowest of the compared OMol25 structures with the same formula, charge and spin: 19.0 kcal per mole
- SMILES: CCC=C(Cl)Cl

```
! RIJCOSX wB97M-V def2-TZVPD def2/J DEFGRID3
* xyz 0 1
C -2.68 1.37 -0.59
C -1.89 0.04 -0.91
C -0.42 0.26 -0.90
C 0.48 -0.17 0.02
Cl 2.14 0.21 -0.30
Cl 0.19 -1.03 1.45
H -2.44 1.96 0.35
H -2.46 2.04 -1.43
H -3.80 1.20 -0.54
H -1.95 -0.59 -0.01
H -2.10 -0.29 -1.88
H 0.12 0.61 -1.79
*
```

No. 3
ORCA calculation (ωB97M-V/def2-TZVPD) on C21H18N2O8PtS as an isolated structure.

Properties
- LUMO energy: -2.042 eV
- HOMO energy: -7.71 eV
- Largest force on an atom: 0.012 hartree/bohr
- Energy above the lowest of the compared OMol25 structures with the same formula, charge and spin: 6.4 kcal per mole

```
! RIJCOSX wB97M-V def2-TZVPD def2/J DEFGRID3
* xyz 0 1
Pt -0.82 0.77 -0.41
O 2.55 6.51 1.41
C 2.97 5.39 1.72
O 4.00 5.00 2.29
C 2.03 4.23 1.31
C 2.21 2.95 1.80
C 1.41 1.91 1.37
N 0.46 2.11 0.46
C 0.24 3.36 -0.02
C 1.00 4.43 0.39
C -0.80 3.49 -1.09
O -1.20 4.52 -1.55
O -1.23 2.30 -1.56
H 3.01 2.78 2.52
H 1.53 0.90 1.73
H 0.81 5.42 0.00
O -2.92 0.97 2.98
C -2.26 0.69 2.01
O -2.08 1.47 0.98
C -1.56 -0.66 1.93
C -1.75 -1.57 2.98
C -1.23 -2.82 2.86
C -0.54 -3.18 1.68
C -0.02 -4.48 1.51
C 0.62 -4.83 0.36
C 0.73 -3.88 -0.68
C 0.25 -2.61 -0.54
C -0.39 -2.22 0.66
N -0.89 -0.95 0.82
H -2.32 -1.23 3.83
H -1.35 -3.55 3.65
H -0.14 -5.20 2.31
H 1.02 -5.82 0.23
H 1.22 -4.16 -1.61
H 0.32 -1.91 -1.35
C 2.84 -0.15 -2.28
C 1.75 -0.08 -1.25
O 0.58 0.30 -1.77
O 1.88 -0.37 -0.08
H 2.89 0.79 -2.83
H 2.62 -0.95 -2.99
H 3.79 -0.35 -1.79
C -1.80 -0.19 -3.37
S -2.53 -0.12 -1.74
C -2.91 -1.85 -1.49
H -1.04 -0.97 -3.41
H -1.35 0.78 -3.57
H -2.60 -0.39 -4.08
H -3.54 -2.15 -2.33
H -3.48 -1.95 -0.57
H -2.02 -2.47 -1.45
*
```